# 1
{"formula": "C42H47BaN5O2P3", "method": "ωB97M-V/def2-TZVPD", "relative_energy_kj_mol": 40.9, "charge": 1, "species": ["Ba", "C", "C", "C", "C", "N", "C", "C", "C", "C", "C", "C", "N", "C", "C", "C", "C", "C", "N", "H", "H", "H", "H", "H", "H", "H", "H", "H", "H", "H", "C", "P", "C", "C", "C", "P", "C", "C", "H", "H", "H", "H", "H", "H", "H", "H", "H", "H", "H", "H", "H", "H", "H", "H", "O", "C", "C", "C", "C", "C", "C", "C", "P", "C", "C", "C", "C", "C", "C", "C", "C", "C", "C", "C", "C", "H", "H", "H", "H", "H", "H", "H", "H", "H", "H", "H", "H", "H", "H", "C", "N", "C", "N", "O", "H", "H", "H", "H", "H", "H"], "positions_angstrom": [[0.56273, 0.11387, 0.67449], [0.51518, 4.50561, -1.77197], [1.75701, 4.63099, -2.36868], [2.61186, 3.54116, -2.39366], [2.20495, 2.34483, -1.80697], [1.00752, 2.23610, -1.22496], [0.18558, 3.28234, -1.21240], [3.06551, 1.11477, -1.84257], [4.37639, 1.18025, -2.30560], [5.11662, 0.01567, -2.37341], [4.53210, -1.17843, -2.00246], [3.21748, -1.17323, -1.54108], [2.51801, -0.03824, -1.44091], [2.54202, -2.45451, -1.15299], [3.09263, -3.69068, -1.47553], [2.42791, -4.84715, -1.09591], [1.23180, -4.74443, -0.41338], [0.74200, -3.47449, -0.14514], [1.37713, -2.36518, -0.50575], [-0.18852, 5.32570, -1.74591], [2.05834, 5.56504, -2.82408], [3.56929, 3.63339, -2.88131], [-0.77771, 3.12431, -0.73844], [4.82280, 2.11657, -2.59957], [6.14146, 0.03879, -2.71912], [5.10298, -2.09153, -2.05504], [4.01582, -3.77070, -2.02780], [2.84361, -5.81555, -1.34191], [0.67405, -5.61803, -0.10560], [-0.19670, -3.33853, 0.38251], [-2.69568, 3.35861, 2.04475], [-1.08258, 2.59411, 2.44060], [-1.49910, 1.70981, 3.98876], [-0.14788, 4.03868, 3.11111], [1.18256, 3.61744, 3.74302], [2.23350, 2.58149, 2.63275], [3.67526, 2.29566, 3.71959], [2.89494, 3.86920, 1.50398], [-2.58261, 4.06950, 1.22432], [-3.12940, 3.87937, 2.90085], [-3.38256, 2.57625, 1.71845], [-1.89515, 2.38677, 4.74932], [-0.62368, 1.19741, 4.39112], [-2.24496, 0.94674, 3.76508], [-0.75649, 4.57807, 3.84285], [0.03025, 4.72636, 2.27821], [0.99421, 3.02204, 4.64093], [1.75418, 4.49369, 4.06314], [4.06293, 3.22480, 4.14258], [4.46671, 1.80533, 3.15218], [3.39037, 1.62733, 4.53281], [3.32319, 4.71024, 2.05418], [2.10073, 4.24057, 0.85324], [3.66852, 3.43674, 0.86698], [-1.08947, -1.52872, 2.13136], [-1.87647, -0.82436, 1.44603], [-3.20297, -1.40318, 1.11414], [-3.93359, -2.20737, 1.98530], [-5.18118, -2.67906, 1.61394], [-5.69173, -2.36608, 0.35898], [-4.96146, -1.58048, -0.52203], [-3.71624, -1.07626, -0.14922], [-2.67281, -0.04912, -1.26284], [-3.88686, 0.42536, -2.54535], [-4.71677, 1.50597, -2.24032], [-5.67303, 1.94200, -3.14243], [-5.79737, 1.31638, -4.37690], [-4.96633, 0.25455, -4.69730], [-4.01814, -0.19251, -3.78499], [-1.66802, -1.31220, -2.13256], [-1.94296, -2.67827, -2.14568], [-1.12777, -3.55284, -2.85135], [-0.02966, -3.07548, -3.55482], [0.25800, -1.71802, -3.54427], [-0.55057, -0.84624, -2.82936], [-3.51137, -2.44819, 2.95367], [-5.75731, -3.29319, 2.29440], [-6.66526, -2.73636, 0.06403], [-5.37174, -1.35119, -1.49754], [-4.61655, 2.00471, -1.28168], [-6.31663, 2.77383, -2.88682], [-6.53849, 1.65981, -5.08666], [-5.05833, -0.23425, -5.65871], [-3.38139, -1.02985, -4.04355], [-2.80180, -3.05970, -1.60609], [-1.35540, -4.61160, -2.85831], [0.59888, -3.76028, -4.11027], [1.11449, -1.33742, -4.08781], [-0.31633, 0.21412, -2.81583], [3.66807, -4.14377, 3.59960], [3.66503, -2.93476, 2.80430], [2.59349, -2.12532, 2.60805], [1.41934, -2.53723, 3.14236], [2.71197, -1.06343, 1.97391], [4.67651, -4.54784, 3.61594], [3.01821, -4.90703, 3.16454], [3.36187, -3.95631, 4.63137], [4.53527, -2.54094, 2.49251], [1.33741, -3.45836, 3.53414], [0.54838, -2.08439, 2.87847]], "mulliken_charge": [1.04, -0.96, -0.72, -1.06, 0.13, 1.10, -0.68, 1.09, -1.16, -1.14, -1.41, 1.03, 1.04, 0.01, -0.85, -1.07, -1.09, -0.64, 2.26, 0.48, 0.44, 0.41, 0.45, 0.41, 0.45, 0.44, 0.45, 0.47, 0.62, 0.17, -1.47, 0.88, -1.46, -1.07, -1.32, 0.93, -1.41, -1.27, 0.42, 0.47, 0.29, 0.44, 0.33, 0.32, 0.55, 0.43, 0.39, 0.59, 0.42, 0.37, 0.37, 0.49, 0.17, 0.37, -1.03, 0.55, -0.32, -0.57, -0.74, -0.80, -0.52, -0.04, 1.09, -0.05, -0.37, -0.64, -0.53, -0.77, -0.07, 0.36, -0.53, -0.89, -0.51, -0.47, -0.36, 0.47, 0.42, 0.43, 0.43, 0.44, 0.42, 0.38, 0.42, 0.38, 0.45, 0.44, 0.43, 0.44, 0.33, -1.07, -0.09, 0.24, -0.12, -0.31, 0.35, 0.30, 0.33, 0.30, 0.23, 0.21]}

# 2
{"formula": "C42H47N8O2P2S2Se2SiW", "method": "ωB97M-V/def2-TZVPD", "relative_energy_kj_mol": 52.7, "charge": 1, "species": ["W", "Se", "P", "C", "C", "C", "C", "C", "C", "C", "C", "C", "C", "C", "C", "C", "C", "N", "N", "N", "P", "Se", "C", "C", "C", "C", "C", "C", "C", "C", "C", "C", "C", "C", "H", "H", "H", "H", "H", "H", "H", "H", "H", "H", "H", "H", "H", "H", "H", "H", "H", "H", "H", "H", "C", "C", "N", "O", "C", "C", "N", "O", "H", "H", "H", "H", "H", "H", "H", "C", "Si", "C", "C", "C", "C", "C", "C", "N", "C", "S", "H", "H", "H", "H", "H", "H", "H", "H", "H", "H", "H", "H", "S", "C", "N", "C", "C", "C", "N", "H", "H", "H", "H", "H", "H", "H", "H"], "positions_angstrom": [[2.08025, 0.98179, 0.90982], [-3.66949, 3.21388, -2.05985], [-3.85913, 1.56610, -0.77580], [-4.87544, 1.87116, 0.69116], [-5.10691, 0.85144, 1.61489], [-5.92044, 1.08498, 2.70829], [-6.50621, 2.33415, 2.88534], [-6.27806, 3.34696, 1.96826], [-5.46122, 3.11629, 0.86746], [-4.60270, 0.08107, -1.50569], [-3.83562, -0.77201, -2.28686], [-4.40527, -1.87085, -2.91037], [-5.76327, -2.11582, -2.76189], [-6.54024, -1.26242, -1.99027], [-5.96609, -0.16707, -1.36083], [-2.23208, 1.10475, -0.08369], [-0.93732, 0.94718, -0.57628], [-0.11996, 0.90632, 0.52223], [-0.88642, 1.01216, 1.60215], [-2.13264, 1.13032, 1.26260], [-0.17422, 0.72782, -2.16872], [1.95852, 1.00769, -1.79364], [-0.77588, 1.83049, -3.44389], [-1.77859, 1.45807, -4.33802], [-2.20397, 2.35546, -5.30085], [-1.65221, 3.62734, -5.35586], [-0.66493, 4.00427, -4.45548], [-0.21434, 3.10473, -3.50382], [-0.40471, -0.99420, -2.66797], [-0.28029, -1.37196, -4.00413], [-0.33709, -2.71475, -4.34792], [-0.50627, -3.68015, -3.36402], [-0.61116, -3.30461, -2.03134], [-0.55827, -1.96483, -1.68070], [-4.64987, -0.12063, 1.47985], [-6.09958, 0.29483, 3.42563], [-7.14461, 2.51304, 3.74094], [-6.73693, 4.31751, 2.10260], [-5.27778, 3.89616, 0.13900], [-2.77843, -0.59277, -2.39763], [-3.78741, -2.53221, -3.50532], [-6.21686, -2.97082, -3.24602], [-7.59986, -1.44890, -1.87587], [-6.58064, 0.49377, -0.76394], [-2.24113, 0.48140, -4.28178], [-2.98602, 2.07005, -5.99116], [-1.99640, 4.33108, -6.10245], [-0.24127, 4.99867, -4.49751], [0.55723, 3.38906, -2.80002], [-0.13599, -0.62595, -4.77474], [-0.25143, -3.00549, -5.38670], [-0.55662, -4.72622, -3.63703], [-0.74215, -4.05402, -1.26157], [-0.63964, -1.67812, -0.63901], [2.08143, 5.46517, 1.32032], [2.30337, 3.99066, 1.39393], [1.55647, 3.08058, 0.77852], [0.56871, 3.61699, -0.04945], [3.35302, 3.38568, 2.14708], [4.35102, 4.01210, 3.06022], [3.24650, 2.10263, 1.92675], [3.74823, 0.95873, 2.30007], [1.43174, 5.71634, 0.48937], [3.03337, 5.98182, 1.20363], [1.61822, 5.82643, 2.24159], [-0.27415, 3.43860, 0.39394], [4.03496, 5.01481, 3.33965], [5.33169, 4.08000, 2.58654], [4.45756, 3.41514, 3.96578], [0.38337, -4.48059, 2.45262], [1.57543, -3.78230, 3.71260], [3.34639, -4.14042, 3.22484], [1.22257, -4.48699, 5.40481], [1.32694, -1.90674, 3.81779], [0.94175, -1.27041, 4.99469], [0.75675, 0.11095, 5.06513], [0.95688, 0.85810, 3.93085], [1.32493, 0.27125, 2.79062], [1.51314, -1.06224, 2.72084], [2.02000, -1.48269, 1.09284], [0.47437, -5.56890, 2.41027], [0.58460, -4.08288, 1.45616], [-0.64974, -4.24064, 2.71261], [3.55730, -5.20887, 3.31180], [4.04740, -3.60716, 3.87068], [3.53545, -3.84041, 2.19267], [1.32082, -5.57452, 5.37724], [0.20773, -4.26078, 5.73944], [1.92270, -4.11583, 6.15664], [0.77885, -1.86147, 5.88842], [0.45440, 0.58968, 5.98519], [0.81405, 1.92954, 3.89671], [4.36497, 1.14810, -0.32340], [4.76051, -0.38306, -1.05109], [5.10224, -0.41371, -2.33160], [5.39379, -1.64853, -3.05624], [5.96641, -2.67135, -2.08965], [5.04173, -2.81337, -0.89301], [4.78186, -1.48847, -0.33335], [5.02350, 0.45859, -2.82962], [6.09843, -1.42102, -3.85350], [4.47250, -2.02148, -3.51079], [6.95277, -2.34733, -1.75341], [6.08022, -3.63115, -2.59030], [5.49904, -3.42187, -0.11508], [4.09637, -3.28190, -1.17739], [4.43458, -1.41094, 0.61345]], "mulliken_charge": [0.82, -0.31, 0.89, 0.11, 0.00, -0.79, -0.47, -0.63, -0.61, -0.10, 0.27, -0.85, -0.62, -0.76, -0.25, 0.46, -0.69, 0.95, -0.59, -0.62, 1.47, -0.20, 0.52, 0.50, -0.95, -0.63, -0.81, -1.04, 0.17, -0.44, -0.98, -0.75, -1.01, -0.16, 0.44, 0.41, 0.41, 0.42, 0.34, 0.14, 0.46, 0.40, 0.41, 0.45, 0.35, 0.42, 0.40, 0.44, 0.25, 0.58, 0.51, 0.47, 0.55, 0.61, -1.74, 0.59, 0.59, -0.54, 0.38, -1.73, 1.12, -0.78, 0.41, 0.46, 0.33, 0.35, 0.45, 0.30, 0.34, -0.82, 0.43, -0.76, -1.16, 0.40, 0.22, -1.47, -0.23, -0.14, -0.19, -0.74, 0.41, 0.04, 0.35, 0.39, 0.36, 0.00, 0.33, 0.33, 0.33, 0.45, 0.43, 0.54, -0.38, 0.35, -0.09, -0.60, -0.83, -0.47, -0.01, 0.33, 0.41, 0.27, 0.34, 0.38, 0.43, 0.22, 0.29]}